1.
Here is a 3-piece molecular cluster, C33H72N5O18P2S2 overall at a distorted geometry from OMol25. Energies are from ωB97M-V/def2-TZVPD.

The geometry in XYZ format:
```
132
Properties=species:S:1:pos:R:3:forces:R:3:mulliken_charge:R:1
C 2.4623 -5.2294 1.0001 -0.8563 0.3062 1.0079 -1.32
C 2.2149 -3.7205 1.3473 1.0032 -1.6615 -1.1420 -0.27
O 1.0781 -3.2912 0.5852 -0.2191 0.7582 0.3642 0.14
C 0.5698 -2.0297 1.0521 0.2593 -1.2888 0.0699 -1.66
C -0.9451 -2.3038 1.3512 0.1547 -0.9381 0.3625 1.57
S -0.8985 -3.7043 2.6082 -0.0025 -0.1463 0.3284 -0.25
C -1.6169 -2.9081 0.0705 0.9286 -0.1477 0.9272 -2.45
O -1.2640 -2.3036 -1.1188 -0.7794 -0.7315 0.5658 -0.32
C -0.5671 -3.1501 -2.0538 2.0497 0.1639 -1.3663 -0.46
C 0.5718 -2.2640 -2.6774 -1.1912 0.3458 -0.2872 -0.27
N 1.5381 -3.0527 -3.4446 0.2349 0.6717 0.8318 -0.40
C 2.6369 -3.5924 -2.6163 0.6363 -0.1958 -0.7285 -0.31
C 3.8289 -2.6336 -2.3697 1.0288 -0.9111 0.8033 0.50
C 4.8707 -3.4106 -1.4846 -0.3188 0.8818 0.2913 -1.35
O 3.5006 -1.4498 -1.6333 -0.4557 0.0570 -0.0588 -0.56
N -3.1210 -2.8345 0.3251 0.0415 -0.1940 -0.7823 0.43
C -3.8232 -3.7986 -0.5805 -1.8704 -0.8437 -0.7311 -0.45
C -4.1630 -3.2868 -2.0047 0.0102 0.9900 -0.9546 0.02
O -4.9835 -4.2129 -2.7246 0.0473 0.7208 0.2910 -0.38
C -6.2832 -4.2342 -2.2169 -0.7666 0.3391 -0.1829 0.56
O -6.5465 -5.0817 -1.4405 -0.2433 -1.1752 1.1366 -0.50
C -7.3883 -3.2534 -2.6387 0.5934 0.7081 -1.1726 -0.36
C -6.9108 -1.9727 -3.4167 -0.6342 -0.4246 0.7121 -0.94
C -3.5561 -1.4227 0.2374 -0.8047 1.9839 -0.7313 -0.64
N -4.9974 -1.2726 0.4790 0.2280 -0.7003 0.2963 -0.63
C -2.6810 -0.4829 1.1696 -0.1509 1.3493 0.8881 0.81
O -1.9261 0.4137 0.3433 -0.3897 -0.5135 -0.3188 -0.71
C -3.5512 0.3504 2.1772 0.1189 0.4744 -0.1632 -1.03
C -4.1337 1.6714 1.5574 0.2332 -0.2651 1.0730 -0.76
C -3.1746 2.8903 1.6397 -0.2711 0.2154 -0.7542 -0.83
S -2.7841 3.4195 3.3290 0.3934 0.8424 2.9585 1.34
O -3.5558 2.7357 4.3289 -0.0560 -0.9872 -1.1448 -0.62
O -2.8154 4.8364 3.5143 0.3164 0.0025 -1.4861 -0.59
O -1.2240 2.9483 3.5773 -1.2577 -0.1549 -1.4035 -0.46
N -1.6817 -1.1945 2.0088 -0.5850 -0.5898 -1.8657 0.45
O -0.7140 -0.1988 2.3131 0.6043 0.5464 1.3972 -0.39
C -0.4391 -0.2211 3.6109 -0.9553 -0.1344 -2.8379 0.62
N -0.2525 -0.2298 4.7268 0.6149 0.0063 2.2464 -0.47
H 2.1494 -5.4870 -0.0244 0.4851 0.2392 0.2916 0.29
H 1.7995 -5.8103 1.6776 0.4039 0.1283 -0.4714 0.38
H 3.5006 -5.5265 1.2334 -0.4775 0.1909 -0.3669 0.37
H 2.0614 -3.6913 2.4426 -0.0417 0.5401 -0.5249 0.55
H 3.0927 -3.1438 0.9987 -0.3872 0.0612 0.5569 0.25
H 1.1480 -1.8227 1.9738 -0.6785 0.5354 -0.4279 0.84
H 0.7067 -1.2593 0.2745 -0.1876 -0.1509 0.4992 -0.09
H -2.0534 -4.4198 2.4380 0.3333 0.6506 -0.2597 0.19
H -1.3883 -3.9895 0.0942 0.0448 0.6171 -0.2218 0.92
H -1.1782 -3.4940 -2.9093 -0.2099 0.1667 0.6920 0.48
H -0.0648 -4.0250 -1.6034 -0.5704 0.4199 0.3094 0.08
H 1.0005 -1.6124 -1.8907 -0.1051 -0.4717 -0.1895 0.03
H 0.0552 -1.6024 -3.4090 0.3700 -0.1886 0.4793 0.49
H 1.9909 -2.3839 -4.0697 -0.3025 -0.4151 -0.2283 0.36
H 2.2817 -3.9842 -1.6492 -0.0927 0.3899 -0.3602 -0.33
H 3.0511 -4.4642 -3.1717 -0.1502 0.4323 0.4104 0.35
H 4.3763 -2.3389 -3.2880 -0.6631 -0.1867 0.0873 0.41
H 4.3662 -4.1779 -0.8697 0.3426 0.0977 -0.4565 0.17
H 5.7057 -3.8237 -2.0713 -0.4848 -0.0411 0.2539 0.41
H 5.2894 -2.6789 -0.7629 -0.0667 -0.3934 -0.5057 0.30
H 3.1215 -0.7715 -2.2084 0.1647 -0.2810 -0.0033 0.34
H -3.3308 -3.1375 1.2891 0.3469 0.0339 -0.1623 0.63
H -4.7822 -4.0676 -0.0871 0.5431 0.2121 -0.2389 0.72
H -3.2949 -4.7653 -0.6965 0.1873 0.7517 0.4076 0.20
H -3.2794 -3.1176 -2.6476 -0.3064 -0.2769 0.5626 -0.10
H -4.7099 -2.3158 -2.0218 0.4486 -0.4224 0.4561 0.09
H -8.0033 -2.9997 -1.7556 0.5040 -0.2738 -0.3280 0.34
H -8.0693 -3.8099 -3.3130 0.4711 -0.0404 0.4497 0.41
H -5.8769 -2.1084 -3.7723 -0.5320 0.2513 -0.0486 0.32
H -7.5963 -1.8112 -4.2655 0.5425 0.1052 0.3115 0.35
H -7.0031 -1.1035 -2.7334 0.3194 -0.2946 -0.5690 0.20
H -3.3969 -1.0116 -0.7812 0.7720 -0.9749 0.4027 0.37
H -5.5341 -1.8527 -0.1646 0.1677 -0.0079 0.1427 0.10
H -5.2803 -0.3209 0.2465 0.1667 -0.1638 0.3351 0.29
H -2.4949 0.8040 -0.3362 0.1364 -0.1094 0.1687 0.58
H -2.9391 0.6912 3.0379 -0.0780 -0.4733 -0.5704 0.45
H -4.3361 -0.2729 2.6453 0.3459 0.2765 -0.5171 0.45
H -5.0115 1.9263 2.1857 0.2966 -0.0947 -0.6164 0.34
H -4.4468 1.5747 0.4993 0.0076 0.0576 0.4598 0.55
H -2.2256 2.7685 1.0864 -0.4227 -0.0940 0.3381 0.35
H -3.6913 3.7483 1.1606 0.3776 -0.2397 0.5460 0.13
H -0.9137 2.5715 2.7335 0.2950 0.1297 0.4200 0.36
O 11.0954 -2.9401 2.4752 2.8107 2.4017 -1.3818 -0.73
P 10.5434 -2.5843 1.1220 -7.0147 -4.5480 0.8496 0.96
O 9.0590 -2.0230 1.5880 0.5327 0.4452 -0.1753 -0.30
C 8.9841 -0.8282 2.3515 -0.0979 0.1865 0.1303 -0.36
C 9.3725 0.3946 1.5386 0.0790 -0.0326 -0.0438 -0.98
O 10.0961 -4.0897 0.6350 0.7908 0.4734 -0.6062 -0.32
C 10.6280 -5.2535 1.2639 0.0187 -0.2328 0.3539 -0.36
C 9.7586 -5.7029 2.4236 -0.2589 -0.0326 -0.0092 -1.03
O 10.2240 -2.0769 -0.4568 3.0342 1.0997 1.2323 -0.21
C 11.1871 -1.2470 -1.1160 0.1672 0.3236 -0.4340 -0.20
C 12.6092 -1.7466 -0.9648 -0.0441 -0.2173 0.0816 -1.16
H 9.6086 -0.9110 3.2457 0.0052 -0.0348 -0.0142 0.27
H 7.9486 -0.7300 2.6822 0.0053 -0.1471 -0.0568 0.33
H 10.4482 0.3982 1.3360 0.0137 0.0590 0.0286 0.20
H 9.1316 1.3103 2.0806 0.0525 -0.0116 0.0039 0.44
H 8.8517 0.4036 0.5794 -0.0414 -0.0061 0.0626 0.24
H 11.6584 -5.0841 1.5793 -0.1032 0.0927 0.1013 0.34
H 10.6609 -6.0425 0.5094 -0.0929 0.1558 -0.1271 0.36
H 9.4913 -4.8760 3.0817 0.2386 0.0547 -0.0150 0.28
H 10.2656 -6.4694 3.0118 -0.0112 -0.0048 -0.0259 0.35
H 8.8203 -6.1182 2.0488 0.0462 -0.0459 -0.0038 0.27
H 11.1016 -0.2217 -0.7444 -0.0114 -0.0009 -0.0212 0.23
H 10.9172 -1.2267 -2.1733 -0.1503 -0.1038 0.0835 0.31
H 12.9312 -1.7230 0.0837 0.0045 0.0789 -0.0106 0.36
H 13.2969 -1.1259 -1.5398 0.0020 -0.0048 0.0429 0.39
H 12.6943 -2.7791 -1.3087 -0.0051 0.0514 -0.0580 0.29
O -6.6218 9.6735 -0.2372 -0.6177 -1.8867 3.2437 -0.74
P -6.0341 8.3178 -0.5047 2.4632 1.6522 -7.4803 1.13
O -4.4856 8.7166 -0.8938 -0.4083 -0.3647 0.6693 -0.36
C -3.6509 9.2889 0.1054 0.2890 0.1318 0.1821 -0.37
C -3.2948 8.2895 1.1923 -0.1323 -0.0294 -0.0098 -0.93
O -6.6337 8.0606 -2.0115 -0.2651 -0.6105 0.7769 -0.33
C -7.7161 8.8424 -2.5149 -0.1386 0.4260 -0.1479 -0.32
C -7.2164 10.0693 -3.2543 0.1796 -0.0132 -0.1884 -1.04
O -5.6393 6.6745 -0.4858 -1.4438 1.0065 2.7365 -0.36
C -5.9754 5.9030 0.6684 0.1047 -0.3369 0.3525 0.21
C -7.3894 6.1360 1.1607 -0.1047 0.0795 -0.1697 -1.31
H -4.1286 10.1732 0.5361 -0.0379 -0.0178 -0.0381 0.27
H -2.7405 9.6195 -0.3966 -0.1139 -0.0397 -0.1388 0.34
H -4.1672 8.0686 1.8160 0.0372 0.0142 0.0689 0.21
H -2.5134 8.6868 1.8409 -0.0492 -0.0083 0.0248 0.48
H -2.9490 7.3500 0.7570 0.0477 0.0639 -0.0145 0.21
H -8.4027 9.1121 -1.7112 0.1514 0.0790 0.0313 0.32
H -8.2793 8.2089 -3.2037 0.1682 -0.1522 0.0462 0.36
H -6.4524 10.6058 -2.6917 -0.1557 -0.0237 0.1844 0.28
H -8.0395 10.7529 -3.4677 0.0040 -0.0245 -0.0102 0.34
H -6.7568 9.7749 -4.2002 -0.0589 0.0078 -0.0029 0.28
H -5.2541 6.1099 1.4662 -0.0135 -0.0430 0.0274 0.12
H -5.8558 4.8510 0.3928 0.0344 0.0774 -0.1835 0.12
H -7.5277 7.1684 1.5013 0.0475 -0.0356 0.0624 0.38
H -7.6187 5.4744 1.9968 0.0066 0.0486 0.0129 0.40
H -8.1108 5.9574 0.3610 0.0312 -0.0526 0.0234 0.33
```
Forces are in eV/Å.

Values from the calculation:
* HOMO energy: -11.20 eV
* charge: +1
* orbital gap: 8.3 eV
* E_LUMO: -2.93 eV

***

2.
Here is C21H16Cl3F6InN2O10S2 as an isolated structure from OMol25. Energies are from ωB97M-V/def2-TZVPD.

The geometry in XYZ format:
```
61
Properties=species:S:1:pos:R:3:forces:R:3:mulliken_charge:R:1
In -0.6283 -0.1939 -0.8805 0.0365 0.0701 0.1902 2.71
Cl -7.9322 0.1359 -2.1151 0.0043 -0.0031 -0.0061 -0.23
C -6.3006 0.1120 -1.5238 -0.0061 0.0146 0.0209 0.16
C -6.0191 0.6957 -0.2785 -0.0167 -0.0069 -0.0195 -0.59
C -4.7460 0.6926 0.2184 0.0111 -0.0073 0.0043 0.26
Cl -4.4248 1.4150 1.7519 0.0039 -0.0011 -0.0038 -0.20
C -3.6547 0.1108 -0.4930 0.0293 0.0120 0.0085 -0.15
O -2.4804 0.1307 0.0325 -0.0079 -0.0246 0.0361 -0.28
C -3.9750 -0.4713 -1.7502 -0.0635 0.0162 -0.0160 1.27
C -3.0062 -1.1059 -2.5812 0.0368 0.0065 -0.0081 -0.28
O -1.7833 -1.2092 -2.3991 -0.0127 -0.0570 -0.0409 -0.67
C -5.3006 -0.4625 -2.2450 0.0359 -0.0105 0.0076 -1.16
H -6.8148 1.1531 0.2932 0.0015 0.0015 0.0036 0.46
H -3.3974 -1.5632 -3.4997 -0.0052 0.0000 0.0040 0.33
H -5.5091 -0.9158 -3.2058 -0.0022 -0.0015 -0.0004 0.38
F 1.6654 2.9501 -1.9823 -0.0039 -0.0185 0.0140 -0.17
C 0.5633 3.6914 -1.9948 -0.0504 -0.0019 -0.0588 0.59
F 0.1592 3.8482 -3.2534 0.0153 -0.0057 0.0257 -0.23
F 0.8177 4.8754 -1.4726 0.0036 -0.0002 -0.0030 -0.19
S -0.8193 2.8449 -1.0660 0.0313 -0.0468 0.0878 1.02
O -1.6262 3.8849 -0.5323 0.0121 0.0250 -0.0025 -0.61
O -1.3771 1.8953 -2.0087 0.0131 -0.0104 -0.0794 -0.67
N -0.1060 1.8676 0.0082 -0.1509 0.0647 -0.0896 -0.47
S 0.6314 2.4174 1.3310 0.1128 -0.1116 0.1281 0.77
O 1.4272 1.3480 1.8525 -0.0241 0.0681 -0.0405 -0.58
O 1.1653 3.7234 1.1271 -0.0065 0.0098 -0.0017 -0.64
C -0.7030 2.5964 2.5989 0.0109 0.0249 -0.0274 0.68
F -0.1113 2.9229 3.7488 -0.0194 0.0100 0.0210 -0.24
F -1.5865 3.5266 2.2852 0.0410 0.0021 -0.0297 -0.20
F -1.3284 1.4316 2.7551 -0.0169 -0.0491 0.0055 -0.14
O 0.5126 -3.8221 0.9357 -0.0576 0.0757 -0.0060 -0.55
C 0.1655 -2.5718 1.0439 0.0182 -0.0863 -0.0172 -0.21
O -0.6720 -2.0790 0.2910 0.0254 0.0179 -0.1265 -0.65
C 0.8191 -1.8144 2.1824 -0.0489 0.0134 0.0696 1.66
N 1.7933 -2.7070 2.8328 -0.0058 -0.0055 -0.0416 -0.62
C 1.4304 -2.8625 4.2568 0.0106 -0.0107 0.0180 -0.73
C -0.0723 -2.6193 4.2613 -0.0090 -0.0101 -0.0211 -0.77
C -0.2155 -1.4671 3.2688 0.0522 0.0428 0.0410 -0.62
H 1.2698 -0.9169 1.7625 0.0123 -0.0200 -0.0082 -0.05
H 2.7405 -2.3805 2.7047 0.0107 0.0027 0.0235 0.23
H 1.1965 -3.9213 1.6611 0.0232 -0.0097 0.0303 0.49
H 1.9359 -2.1170 4.8778 -0.0030 0.0030 -0.0043 0.33
H 1.7088 -3.8537 4.6126 0.0016 0.0049 0.0045 0.40
H -0.4539 -2.3755 5.2507 0.0033 -0.0048 0.0049 0.43
H -0.5985 -3.5083 3.9046 -0.0069 0.0038 0.0008 0.28
H 0.0859 -0.5301 3.7374 -0.0195 0.0057 -0.0131 0.25
H -1.2187 -1.3332 2.8681 -0.0023 -0.0098 -0.0149 0.30
Cl 7.4167 0.1423 -3.7419 -0.0008 0.0006 -0.0011 -0.21
C 5.7921 0.0201 -3.1481 -0.0018 -0.0009 0.0066 0.45
C 5.5791 -0.4018 -1.8442 0.0136 0.0022 -0.0059 -0.86
C 4.2814 -0.4978 -1.3751 -0.0259 0.0133 -0.0048 -0.16
C 3.2124 -0.1767 -2.2044 0.0143 -0.0172 -0.0123 0.03
C 3.4433 0.2486 -3.5085 -0.0090 -0.0120 0.0188 -0.23
C 4.7378 0.3489 -3.9866 0.0080 0.0019 -0.0084 -0.83
C 1.8263 -0.2711 -1.6953 0.0278 0.0026 -0.0294 0.68
O 0.8528 0.0342 -2.4508 -0.0176 0.0246 -0.0129 -0.93
O 1.5892 -0.6350 -0.5100 -0.0263 -0.0004 -0.0284 -0.84
H 6.4221 -0.6453 -1.2133 -0.0010 0.0005 0.0030 0.41
H 4.0837 -0.8142 -0.3606 0.0022 -0.0003 0.0080 0.46
H 2.6009 0.5007 -4.1375 -0.0007 0.0017 -0.0023 0.51
H 4.9355 0.6787 -4.9966 -0.0003 0.0010 -0.0007 0.42
```
Forces are in eV/Å.

Values from the calculation:
* HOMO energy: -8.60 eV
* relative energy (zero: lowest compared OMol25 entry of this formula, charge and spin): 1.3 kcal/mol
* orbital gap: 7.9 eV
* E_LUMO: -0.72 eV

***

3.
Here is an isolated ion of composition C8H11N2O and charge +1 at a distorted geometry from OMol25. Energies are from ωB97M-V/def2-TZVPD.

The geometry in XYZ format:
```
22
Properties=species:S:1:pos:R:3:forces:R:3:lowdin_spin:R:1
C -3.0500 -0.6928 -0.1277 2.5856 -1.2411 1.6578 0.36
C -2.2468 -1.4207 0.7426 0.8651 -1.8590 1.0292 0.02
C -2.3810 0.2637 -0.8820 -1.6746 1.5393 -2.0779 0.11
C -0.8504 -1.2624 0.6762 -4.3510 -3.8729 3.6115 0.30
C -1.0620 0.3978 -0.8511 -2.0403 4.0214 -3.4556 0.13
C 1.9003 -1.7802 -0.0845 0.2448 1.1157 0.4713 0.04
C 1.6555 2.0425 0.6347 2.6331 2.5153 -1.0491 0.04
C 1.8964 0.8808 -0.3569 0.8748 1.9138 -0.3060 0.05
N -0.2800 -0.3957 -0.1481 4.2253 1.5345 -0.8970 0.33
N 1.0362 -0.2317 0.0298 2.1064 -2.3247 -0.9663 0.49
O 3.0604 -1.7602 -0.0081 -0.9982 0.2196 -0.1374 0.05
H -4.0255 -0.8388 0.0468 -3.6237 0.0666 -0.3405 0.02
H -2.8230 -2.2108 1.4132 1.9927 1.7928 -1.1840 0.00
H -3.0254 0.8676 -1.5762 1.1962 -0.2731 0.7617 0.00
H -0.1749 -1.7276 1.3312 0.4198 -0.7525 0.8685 0.02
H -0.6904 1.1999 -1.4738 0.7597 -0.2666 0.1482 0.01
H 1.1858 -2.6077 -0.1823 -0.0405 0.3084 -0.0896 0.01
H 2.3601 1.9220 1.4849 -1.4308 -0.1093 0.1266 0.00
H 2.1054 3.0424 0.1780 -0.8092 -2.1111 0.4537 0.00
H 0.6255 2.3185 0.7555 -0.4559 -0.3207 0.7838 0.00
H 1.7578 1.3623 -1.3967 -0.1404 -1.5399 1.2051 0.02
H 3.0264 0.6312 -0.2055 -2.3387 -0.3565 -0.6140 0.00
```
Forces are in eV/Å.

Values from the calculation:
* HOMO energy (spin up / spin down): -9.96 / -14.00 eV
* charge: +1
* relative energy (zero: lowest compared OMol25 entry of this formula, charge and spin): 36.8 kcal/mol
* expectation value of S²: 2.03
* orbital gap (spin up / spin down): 6.0 / 6.5 eV
* E_LUMO (spin up / spin down): -4.01 / -7.52 eV
* 2S+1: 3